{"formula": "C6H24N12O6", "method": "ωB97M-V/def2-TZVPD", "largest_force_ev_per_a": 2.6, "e_tot_ha": -1351.73428, "e_lumo_ev": -0.61, "mol_weight_g_mol": 360.34, "smiles": "NC(N)=O.NC(N)=O.NC(N)=O.NC(N)=O.NC(N)=O.NC(N)=O", "homo_energy_ev": -9.0, "species": ["N", "C", "N", "O", "H", "H", "H", "H", "N", "C", "N", "O", "H", "H", "H", "H", "N", "C", "N", "O", "H", "H", "H", "H", "N", "C", "N", "O", "H", "H", "H", "H", "N", "C", "N", "O", "H", "H", "H", "H", "N", "C", "N", "O", "H", "H", "H", "H"], "positions_angstrom": [[0.402, 0.059, -1.056], [-0.544, -0.591, -0.344], [-0.192, -0.738, 0.988], [-1.534, -1.132, -0.828], [1.171, 0.482, -0.577], [0.230, -0.142, -2.030], [-0.940, -0.955, 1.624], [0.657, -0.243, 1.278], [-4.300, -1.618, -0.055], [-5.190, -0.734, -0.622], [-6.358, -0.680, 0.074], [-4.936, -0.042, -1.597], [-3.391, -1.733, -0.480], [-4.505, -1.867, 0.892], [-7.049, -0.061, -0.313], [-6.486, -1.420, 0.733], [3.703, 1.692, 0.280], [2.991, 1.469, 1.423], [3.503, 2.206, 2.476], [1.874, 0.952, 1.453], [3.337, 2.258, -0.470], [4.698, 1.764, 0.412], [3.307, 1.904, 3.419], [4.195, 2.904, 2.285], [-1.976, -2.938, -5.084], [-2.721, -2.877, -3.940], [-2.501, -1.697, -3.291], [-3.436, -3.790, -3.556], [-2.009, -3.809, -5.585], [-1.371, -2.193, -5.353], [-1.946, -0.972, -3.690], [-2.950, -1.557, -2.410], [4.367, -1.927, 1.490], [3.848, -2.547, 0.387], [2.497, -2.499, 0.344], [4.525, -3.196, -0.398], [3.853, -1.283, 2.058], [5.372, -1.963, 1.532], [1.949, -1.905, 0.938], [2.044, -2.952, -0.431], [1.591, 5.095, 2.329], [0.342, 4.616, 2.208], [0.230, 3.261, 2.160], [-0.647, 5.347, 2.150], [1.575, 6.038, 2.686], [2.378, 4.480, 2.393], [1.032, 2.674, 2.003], [-0.688, 2.860, 2.096]], "forces_ev_per_a": [[-1.32, -0.41, -0.72], [-0.05, -1.30, 1.52], [0.12, 0.27, -0.42], [0.61, 0.74, 0.26], [0.38, 0.03, -0.51], [0.96, 0.72, -0.12], [0.15, 0.03, 0.08], [-1.19, -0.31, 0.27], [-0.65, 0.23, -0.56], [1.16, 0.23, -0.20], [0.33, 0.35, -0.28], [-0.24, -0.38, 0.19], [0.04, 0.13, 0.61], [0.58, -0.38, 0.09], [-0.35, -0.34, 0.36], [-0.94, 0.15, 0.06], [0.84, -0.51, -0.65], [-0.88, 2.42, 0.15], [-0.47, -1.45, 0.23], [1.49, -0.12, 0.22], [-0.36, -0.46, -0.08], [0.02, 0.24, -0.16], [0.00, 0.32, 0.01], [0.32, -0.21, 0.20], [-0.28, -0.88, -0.53], [0.44, 0.47, 0.21], [-0.82, -0.88, 0.04], [0.19, 0.41, -0.03], [0.14, 0.23, -0.13], [0.18, -0.05, -0.22], [0.00, 0.21, 0.07], [-0.04, 0.39, -0.07], [0.98, 0.14, -0.03], [-0.18, -0.93, 0.01], [-0.49, 0.00, -0.51], [-0.08, 0.55, 0.27], [-0.02, -0.04, 0.03], [-0.09, 0.21, 0.22], [-0.12, -0.09, -0.03], [-0.02, 0.09, 0.04], [0.61, 0.83, -0.05], [-2.40, -0.21, -0.32], [0.29, -0.24, 0.03], [0.81, -0.30, 0.32], [0.63, -0.06, -0.16], [0.07, 0.18, 0.36], [-0.35, -0.12, 0.15], [0.02, 0.10, -0.22]]}

{"formula": "C6H24N12O6", "method": "ωB97M-V/def2-TZVPD", "largest_force_ev_per_a": 3.0, "e_tot_ha": -1351.78611, "e_lumo_ev": 0.28, "mol_weight_g_mol": 360.34, "smiles": "NC(N)=O.NC(N)=O.NC(N)=O.NC(N)=O.NC(N)=O.NC(N)=O", "homo_energy_ev": -9.1, "species": ["N", "C", "N", "O", "H", "H", "H", "H", "N", "C", "N", "O", "H", "H", "H", "H", "N", "C", "N", "O", "H", "H", "H", "H", "N", "C", "N", "O", "H", "H", "H", "H", "N", "C", "N", "O", "H", "H", "H", "H", "N", "C", "N", "O", "H", "H", "H", "H"], "positions_angstrom": [[19.592, 19.542, -0.721], [19.784, 20.755, -1.310], [20.606, 21.577, -0.622], [19.391, 21.102, -2.431], [19.801, 19.173, 0.186], [19.058, 18.937, -1.328], [21.130, 21.146, 0.142], [20.817, 22.442, -1.084], [22.014, 20.267, 3.925], [21.540, 20.992, 2.888], [20.887, 22.103, 3.293], [21.804, 20.688, 1.721], [21.950, 20.637, 4.855], [22.605, 19.455, 3.818], [20.813, 22.392, 4.246], [20.374, 22.585, 2.571], [22.500, 17.843, 0.541], [23.313, 17.399, 1.544], [24.077, 16.354, 1.133], [23.360, 17.942, 2.642], [21.925, 18.629, 0.800], [22.580, 17.561, -0.415], [24.632, 15.943, 1.878], [23.792, 15.851, 0.314], [27.097, 16.787, 0.866], [28.199, 16.077, 0.660], [28.061, 15.305, -0.407], [29.222, 16.106, 1.369], [26.258, 16.535, 0.374], [26.982, 17.308, 1.719], [27.162, 15.265, -0.859], [28.824, 14.688, -0.624], [25.007, 17.887, -1.916], [24.590, 16.602, -2.159], [23.559, 16.500, -3.023], [25.191, 15.604, -1.764], [25.625, 18.006, -1.129], [24.419, 18.641, -2.223], [23.179, 17.347, -3.406], [23.388, 15.621, -3.476], [26.131, 13.945, 5.087], [25.347, 14.642, 4.213], [24.548, 15.537, 4.909], [25.453, 14.617, 2.994], [26.631, 13.282, 4.499], [25.634, 13.752, 5.939], [24.888, 15.831, 5.804], [24.130, 16.218, 4.286]], "forces_ev_per_a": [[-1.27, -1.29, -1.47], [1.30, 1.62, -1.02], [-0.20, -0.45, 0.74], [-0.62, -1.21, 0.89], [0.22, 0.71, 0.24], [-0.02, -0.12, 0.29], [0.13, 1.02, -0.03], [0.30, -0.03, 0.17], [0.15, -0.41, 0.86], [1.65, -0.66, 0.66], [-0.71, 0.58, -1.35], [-0.83, 0.01, 0.13], [-0.14, -0.02, 0.04], [-0.03, 0.03, -0.72], [-0.13, -0.09, 0.10], [0.08, 0.22, 0.26], [-0.81, 0.67, 0.82], [-0.07, 0.01, -1.53], [0.21, 0.63, 1.14], [0.19, -0.47, 0.44], [0.17, 0.21, -0.29], [0.02, -0.07, -0.03], [0.06, -0.78, -0.38], [0.24, -0.42, 0.10], [-1.67, 1.89, 0.71], [2.45, -0.34, 1.75], [0.38, -1.24, -1.50], [-1.16, 0.21, -0.75], [-0.10, -0.03, 0.21], [0.14, -0.13, 0.01], [0.20, -0.34, -0.39], [-0.24, -0.04, -0.15], [-0.34, -0.63, 0.21], [1.55, -0.26, -0.69], [-0.88, 0.43, -0.08], [-0.22, 0.34, 0.60], [0.00, 0.26, -0.04], [0.18, 0.24, 0.29], [-0.16, -0.25, -0.28], [0.00, 0.01, 0.07], [0.04, -0.26, -1.59], [0.25, 2.07, 0.68], [-0.52, -0.38, -1.38], [-0.29, -0.38, 0.49], [0.12, -0.57, 1.19], [0.53, -0.85, 0.14], [-0.05, 0.28, 0.01], [-0.11, 0.28, 0.44]]}